141
Properties=species:S:1:pos:R:3:forces:R:3:lowdin_charge:R:1 method="wB97M-V/def2-TZVPD" molar_mass_da=1021.1 e_lumo_ev=-2.24 e_tot_ha=-4302.9060 charge=+1 e_homo_ev=-9.6
C -6.819735 4.855515 1.777500 1.03 2.20 0.93 0.010
N -5.533269 4.476979 1.131857 -0.15 -2.46 -0.66 -0.330
C -5.631320 2.960309 0.950816 0.42 0.05 0.39 0.020
C -5.375508 5.068468 -0.209597 0.68 0.78 -0.85 -0.008
C -4.302091 4.809703 2.018821 -1.68 0.42 0.38 -0.057
C -3.042233 4.027951 1.810076 0.16 0.64 -0.45 -0.238
O -2.411289 4.525842 0.639181 -0.14 -0.56 -0.15 -0.080
H -6.673342 5.872353 2.154389 0.02 0.21 -0.19 0.110
H -6.930248 4.314061 2.715107 -0.49 -0.66 -0.51 0.114
H -7.628464 4.957901 1.058888 -0.05 -0.84 0.10 0.119
H -4.785573 2.595409 0.370718 0.13 0.05 0.27 0.097
H -6.515858 2.596964 0.429146 -0.27 0.76 -0.02 0.120
H -5.657907 2.585332 1.972437 0.23 -0.35 -0.21 0.090
H -4.381058 4.841471 -0.591583 -0.08 -0.47 0.16 0.083
H -5.357081 6.159023 -0.202672 -0.49 0.02 0.45 0.117
H -6.128455 4.711639 -0.910023 -0.13 -0.06 0.26 0.118
H -4.616358 4.666259 3.053813 -0.26 -0.03 -0.08 0.126
H -4.251430 5.877660 1.807962 0.79 0.03 0.32 0.142
H -3.221653 2.952409 1.793955 -0.05 0.04 -0.25 0.100
H -2.393023 4.182071 2.676064 -0.11 0.24 0.18 0.131
H -1.866389 3.779952 0.327440 -0.25 0.51 -0.12 0.005
C 2.599793 2.853199 -1.923716 0.19 0.54 -0.13 0.024
N 2.811694 4.349586 -1.819702 0.55 -0.11 1.02 -0.319
C 3.123747 4.592341 -0.367031 0.22 2.30 0.72 -0.011
C 4.088848 4.781353 -2.579425 -1.62 -0.43 -0.26 0.032
C 1.605159 5.121895 -2.451816 0.33 0.30 0.71 -0.036
C 0.204913 5.059967 -1.756590 0.35 -0.69 0.16 -0.197
O -0.433377 3.832674 -1.977229 0.03 -0.36 -0.41 -0.092
H 3.449530 2.340938 -1.473755 0.27 0.12 -0.41 0.116
H 2.480541 2.677824 -2.990605 -0.15 -0.61 0.19 0.115
H 1.761301 2.549917 -1.300529 -0.22 0.18 -0.44 0.068
H 4.157171 4.371470 -0.100512 -0.19 -1.24 -0.40 0.108
H 2.421117 4.241090 0.385523 -0.15 -0.61 -0.55 0.086
H 3.227302 5.662645 -0.161420 -0.70 0.33 -0.52 0.111
H 3.988103 4.369769 -3.582752 0.28 -0.15 0.05 0.108
H 4.957403 4.402181 -2.049460 -0.05 0.04 -0.16 0.107
H 4.062387 5.863843 -2.684394 0.23 -0.02 0.36 0.104
H 1.609280 4.750665 -3.476104 -0.49 -0.21 0.07 0.135
H 1.948285 6.153681 -2.530133 -0.07 0.08 0.30 0.124
H -0.493305 5.820825 -2.109664 0.66 0.42 -0.47 0.132
H 0.229698 5.200035 -0.672103 0.65 0.40 0.05 0.118
H -0.459399 3.365251 -1.124946 0.06 -0.02 -0.49 -0.012
N -0.825486 2.419049 0.196914 1.32 -0.05 3.44 -0.288
S -0.628848 0.919151 -0.140785 -0.58 -6.50 -3.76 0.463
O -1.297529 -0.099742 0.649432 0.67 2.05 -0.31 -0.253
O 0.718825 0.620851 -0.539805 -0.62 0.28 0.06 -0.267
F -1.444166 0.889446 -1.503750 0.09 0.48 0.41 -0.146
S 0.063817 2.329046 1.616566 2.81 3.32 4.77 0.598
O 1.495493 2.053173 1.603915 -2.29 -0.39 -1.13 -0.251
O -0.644511 1.920728 2.813567 -0.14 -0.28 -2.03 -0.249
F 0.164305 3.908836 1.880347 -0.69 0.10 -0.81 -0.182
C 2.967177 -2.908785 -5.483886 -0.71 0.55 0.07 -0.032
C 2.984985 -2.373186 -4.024792 0.35 -0.16 0.79 -0.456
C 2.322789 -3.489234 -3.094553 -1.34 1.90 -0.32 -0.123
C 2.724237 -3.510874 -1.628999 0.87 -0.89 -0.61 -0.192
C 4.229595 -3.593032 -1.655055 0.04 -0.29 0.02 -0.149
C 4.882988 -2.307401 -2.275443 0.52 -0.77 -0.01 -0.480
N 4.397324 -2.190304 -3.662543 0.27 -1.60 0.32 -0.119
O 5.067170 -1.261182 -4.492413 -0.32 0.45 0.65 -0.012
C 4.568699 -1.159331 -1.341126 0.22 1.36 0.83 -0.042
C 6.421475 -2.523484 -2.202014 -0.90 0.54 0.08 -0.027
C 2.135356 -1.102943 -3.785187 0.02 0.70 -1.43 -0.040
H 1.924404 -2.948293 -5.806382 -0.08 -0.67 0.10 0.083
H 3.485692 -3.865488 -5.535572 -0.37 -0.19 0.17 0.086
H 3.400116 -2.320017 -6.295207 0.35 0.61 0.55 0.074
H 1.276612 -3.180617 -3.010169 -0.27 -0.23 -0.75 0.108
H 2.318339 -4.473627 -3.560097 0.46 -0.04 0.13 0.117
H 2.304068 -4.445588 -1.251262 0.07 0.03 0.35 0.110
H 2.373890 -2.718577 -0.966925 -0.21 0.29 -0.46 0.098
H 4.458361 -4.480352 -2.250307 0.33 0.17 -0.30 0.124
H 4.581371 -3.860417 -0.655929 0.51 0.64 0.06 0.105
H 3.659422 -0.590267 -1.531656 -0.35 -0.57 0.14 0.059
H 4.612832 -1.542436 -0.319464 -0.56 0.02 0.10 0.085
H 5.314161 -0.359996 -1.280350 0.43 -0.16 -0.62 0.078
H 6.956842 -1.661104 -2.598902 -0.01 -0.18 -0.41 0.076
H 6.650604 -2.507612 -1.135425 0.18 -0.42 0.01 0.081
H 6.709469 -3.465631 -2.664852 0.17 0.10 -0.01 0.087
H 2.502839 -0.204993 -4.291516 0.70 -0.15 -0.08 0.072
H 2.015097 -0.788347 -2.749801 -0.24 -0.57 0.10 0.054
H 1.182035 -1.212874 -4.307014 -0.35 -0.28 0.54 0.080
H 5.416056 -1.794975 -5.212873 0.12 -0.10 0.08 0.097
C 0.844429 -2.418445 2.112517 1.48 -0.66 -1.12 -0.032
C 1.304939 -3.702908 2.867626 -2.30 0.80 -0.47 -0.492
C 0.606425 -4.872481 2.104942 -0.48 0.07 1.49 -0.141
C 1.139853 -6.149038 2.673506 1.44 -1.41 0.11 -0.183
C 2.684146 -6.253577 2.529487 -1.27 0.00 -0.72 -0.151
C 3.428049 -5.128337 3.210913 -0.64 -0.55 1.26 -0.479
N 2.752792 -3.862028 2.778445 -0.16 -1.21 -0.26 -0.100
O 3.322875 -2.786925 3.439745 0.83 1.03 0.57 -0.007
C 3.436352 -5.525488 4.771020 -0.29 -0.07 -0.83 -0.003
C 4.859099 -5.117464 2.703915 -0.23 1.41 -0.93 -0.041
C 0.708509 -3.577944 4.282529 -0.05 -0.15 0.12 -0.033
H 1.168321 -1.476738 2.553416 -0.09 -0.08 0.15 0.082
H -0.196614 -2.377005 1.792825 -0.23 -0.22 0.71 0.073
H 1.358377 -2.550780 1.154963 0.17 0.58 -0.17 0.066
H -0.433100 -4.915163 2.441342 -0.21 0.64 -0.25 0.113
H 0.560772 -4.759211 1.021726 0.65 -0.08 -0.04 0.115
H 0.720294 -7.064519 2.251582 -0.19 0.17 -0.33 0.114
H 0.849755 -6.207390 3.724506 0.11 0.10 0.11 0.104
H 2.846444 -6.213282 1.448767 0.37 -0.13 -0.07 0.119
H 3.046722 -7.199484 2.930242 0.03 -0.06 -0.23 0.118
H 2.901357 -4.813655 5.394990 0.57 0.15 0.16 0.062
H 2.956080 -6.494445 4.925496 -0.55 0.14 -0.25 0.069
H 4.434550 -5.796034 5.116178 0.22 0.89 0.08 0.075
H 5.242471 -6.127051 2.573081 0.29 0.13 0.38 0.094
H 4.841327 -4.625481 1.725891 -0.14 -0.47 -0.40 0.066
H 5.495351 -4.403691 3.228729 0.19 -0.65 0.67 0.083
H 1.004274 -4.443292 4.872120 -0.33 0.24 0.38 0.059
H -0.379026 -3.495226 4.225136 -0.10 -0.58 -0.25 0.082
H 0.922869 -2.639240 4.795348 0.86 -0.14 -0.05 0.083
H 3.853836 -2.368396 2.754410 0.04 0.20 0.13 0.106
C -2.574644 0.387067 4.799833 -1.67 1.00 1.02 0.010
C -3.140162 0.148234 3.434460 1.94 -1.64 -0.61 -0.300
O -3.974301 1.246186 3.178113 -0.12 0.30 -0.43 0.102
C -4.295824 1.830842 4.381703 -1.50 -0.79 1.62 -0.534
O -5.099542 2.696864 4.645143 1.09 -0.47 -1.87 0.146
O -3.728098 1.117109 5.332884 0.77 0.34 1.19 0.082
F -3.810723 -1.065715 3.474138 -1.13 0.42 0.18 0.043
H -1.763272 1.101653 4.916068 0.44 -0.55 -0.49 0.135
H -2.506449 -0.508326 5.411366 0.37 -0.01 -0.27 0.151
H -2.393207 -0.103132 2.682842 -0.11 1.27 -0.44 0.138
C -4.262719 -2.619016 0.614443 -1.80 0.37 -1.15 -0.003
C -5.422346 -2.943714 -0.419049 0.96 -0.10 2.40 -0.303
O -5.550055 -1.760021 -1.067676 -1.47 0.61 -3.11 0.160
C -4.775550 -0.751573 -0.686128 1.79 -1.94 0.63 -0.526
O -4.701196 0.317533 -1.195143 -0.38 0.42 0.45 0.170
O -3.954451 -1.254880 0.269607 0.58 0.57 0.53 0.038
F -6.626612 -3.126707 0.175327 -0.47 -0.49 0.80 0.066
H -3.447553 -3.314903 0.432558 0.35 0.46 0.33 0.136
H -4.681664 -2.608828 1.618670 0.35 -0.34 0.08 0.128
H -5.234334 -3.869640 -0.963403 0.05 0.58 -0.83 0.171
C -3.349797 1.942919 -3.664747 -2.07 0.50 1.01 -0.014
C -3.491186 3.452029 -3.547751 2.04 -0.07 -0.76 -0.329
O -4.644251 3.789652 -4.215124 -0.84 0.39 0.32 0.157
C -5.309081 2.663018 -4.553768 -4.45 -1.47 -1.51 -0.523
O -6.428551 2.583876 -5.073811 3.46 1.13 1.39 0.127
O -4.671615 1.564786 -4.160367 1.48 0.17 -0.13 0.084
F -2.449322 4.023320 -4.232818 0.40 0.48 -0.38 0.040
H -3.350951 1.619382 -2.627111 0.77 -0.95 -0.41 0.093
H -2.563580 1.672855 -4.363764 0.04 -0.28 0.33 0.152
H -3.344305 3.835859 -2.536509 -0.81 0.14 0.05 0.150

117
Properties=species:S:1:pos:R:3:forces:R:3:lowdin_charge:R:1 method="wB97M-V/def2-TZVPD" smiles="C=CC[C@](C)(C#N)[C@@](C#N)(CCCCCCCCCCOC)[PH2]=S.CCCCCC.CCCCCC.CCCCCC" molar_mass_da=627.1 e_lumo_ev=0.26 e_tot_ha=-2378.9445 charge=0 e_homo_ev=-8.5
C 0.867505 0.891371 -1.177436 -0.12 -0.02 0.16 0.004
C -0.331153 0.757382 -0.565407 0.35 0.29 -0.65 -0.166
C -1.611643 0.287819 -1.225154 0.20 1.30 0.46 -0.134
C -1.657781 -1.295450 -1.297145 -0.55 1.35 1.18 -0.414
C -3.075013 -1.680603 -0.787480 0.30 -0.24 -1.10 -0.048
C -0.720305 -1.788513 -0.263916 0.55 -0.69 -0.99 -0.182
N 0.062980 -2.312564 0.394177 -0.18 0.10 0.14 0.231
C -1.337173 -1.865365 -2.704520 0.01 -0.75 -0.07 -0.486
C -0.352683 -1.061148 -3.426842 -0.05 0.51 0.47 -0.247
N 0.345880 -0.313937 -3.946362 0.10 -0.24 -0.31 0.283
C -0.902216 -3.351495 -2.701216 -0.48 -0.49 -0.90 -0.179
C -0.115180 -3.770740 -3.967720 0.37 -0.76 0.74 -0.193
C 1.404363 -3.739111 -3.677655 -0.25 1.24 -0.06 -0.196
C 2.273595 -3.180112 -4.803053 0.59 -0.72 -0.20 -0.212
C 3.635111 -2.702861 -4.277464 -0.32 0.34 0.34 -0.196
C 3.594521 -1.431277 -3.396092 0.83 -0.27 0.05 -0.212
C 4.160111 -0.179556 -4.071686 -0.65 0.11 0.11 -0.202
C 3.458352 0.207726 -5.400728 0.85 0.55 0.74 -0.194
C 2.812021 1.588446 -5.263843 -0.30 -0.33 0.13 -0.203
C 1.818970 1.869540 -6.363859 0.33 0.27 -0.17 -0.256
O 1.387440 3.221471 -6.293010 -0.19 -0.24 -0.09 -0.185
C 0.094343 3.427029 -6.833132 0.03 0.45 0.24 -0.111
P -2.860401 -1.778532 -3.821313 0.08 1.05 -0.93 0.436
S -3.336413 -0.021848 -4.488110 -0.17 -0.12 0.31 0.182
H 1.721009 0.348088 -0.774060 0.47 1.40 0.92 0.068
H 1.044476 1.472715 -2.074375 -0.42 -1.19 -0.91 0.054
H -0.361525 0.969432 0.501303 0.09 -1.62 0.40 0.100
H -2.420690 0.595333 -0.563467 -0.28 -0.04 -0.22 0.101
H -1.775687 0.732641 -2.204142 -0.07 -0.15 -0.14 0.082
H -3.795359 -1.010895 -1.256531 -0.11 0.15 0.22 0.077
H -3.086967 -1.593065 0.292030 -0.27 -0.05 0.08 0.091
H -3.334500 -2.680472 -1.133873 0.02 -0.25 0.56 0.071
H -1.816540 -3.953481 -2.660340 -0.02 -0.02 0.24 0.107
H -0.296337 -3.629973 -1.843604 -0.11 0.30 0.24 0.106
H -0.392893 -4.804917 -4.173573 -0.10 0.00 -0.22 0.112
H -0.393513 -3.193265 -4.846938 0.14 0.15 -0.02 0.088
H 1.552169 -3.061282 -2.830857 -0.03 -0.02 0.11 0.094
H 1.763837 -4.704102 -3.325269 -0.01 -0.16 -0.15 0.120
H 1.758626 -2.395424 -5.354511 -0.11 0.13 0.13 0.088
H 2.479921 -3.980271 -5.521384 -0.15 0.03 -0.14 0.111
H 4.340451 -2.529464 -5.091513 -0.07 -0.07 -0.15 0.111
H 4.054219 -3.509235 -3.672686 0.04 -0.15 -0.09 0.106
H 4.244242 -1.632087 -2.539581 -0.12 0.09 0.17 0.105
H 2.608606 -1.236692 -2.979698 -0.19 0.01 -0.17 0.072
H 5.239264 -0.280200 -4.186552 0.04 -0.15 -0.19 0.106
H 4.021545 0.651174 -3.375102 0.12 0.04 0.07 0.098
H 2.735452 -0.558717 -5.663528 -0.08 0.05 -0.26 0.085
H 4.242907 0.294580 -6.152600 -0.25 -0.32 -0.41 0.110
H 3.588609 2.353038 -5.233871 0.02 0.09 -0.09 0.123
H 2.288236 1.631397 -4.307512 -0.10 0.07 0.03 0.087
H 0.974101 1.183189 -6.266798 -0.07 -0.02 0.02 0.103
H 2.293460 1.706666 -7.341323 -0.07 -0.13 -0.06 0.128
H -0.591440 3.661592 -6.015163 -0.17 -0.18 -0.03 0.084
H 0.095992 4.292755 -7.498068 0.16 -0.01 -0.07 0.080
H -0.272432 2.568025 -7.393461 0.00 -0.10 0.01 0.080
H -2.475401 -2.598569 -4.898914 0.00 -0.33 0.42 0.001
H -3.895217 -2.486231 -3.188381 0.32 -0.22 0.07 -0.001
C -5.971653 4.145785 3.059709 -0.10 -0.06 0.05 -0.111
C -5.875868 2.847376 3.855559 0.07 0.10 -0.01 -0.270
C -4.669520 1.990040 3.477052 -0.02 -0.09 0.05 -0.228
C -4.657357 1.498869 2.028877 0.02 0.09 -0.07 -0.234
C -5.876589 0.681364 1.606497 0.11 -0.13 0.03 -0.268
C -6.038698 -0.615891 2.393950 -0.11 0.07 -0.09 -0.108
H -6.097740 3.957777 1.992373 0.02 0.02 -0.01 0.065
H -6.826891 4.736263 3.390966 0.02 0.03 -0.02 0.069
H -5.073744 4.751997 3.195482 0.01 -0.01 -0.04 0.075
H -6.800324 2.275474 3.736585 0.01 -0.02 0.01 0.098
H -5.804132 3.091918 4.918428 -0.03 -0.03 0.01 0.104
H -4.618429 1.132606 4.154129 0.01 -0.01 -0.01 0.102
H -3.755182 2.564783 3.654573 -0.01 0.01 0.00 0.110
H -3.755960 0.892659 1.879605 -0.01 -0.01 -0.01 0.096
H -4.557596 2.354853 1.355214 0.02 0.00 0.01 0.102
H -5.775081 0.435006 0.545344 -0.04 0.05 -0.01 0.097
H -6.787361 1.279091 1.694724 0.02 0.03 -0.01 0.100
H -5.154630 -1.249156 2.286749 0.01 0.00 0.05 0.066
H -6.900200 -1.176055 2.027402 0.02 -0.05 0.04 0.070
H -6.196654 -0.428373 3.456670 0.03 -0.02 0.01 0.067
C 0.224746 -1.688236 3.471400 -0.17 -0.02 0.28 -0.132
C 0.420621 -1.878096 4.972853 0.07 0.13 -0.09 -0.266
C 1.678100 -2.672613 5.319678 -0.01 -0.03 0.09 -0.229
C 1.700923 -4.106362 4.787194 0.00 0.02 -0.08 -0.229
C 0.532344 -4.980726 5.238394 0.09 -0.06 0.07 -0.272
C 0.474225 -5.184882 6.749481 -0.11 -0.01 -0.07 -0.114
H 0.095627 -2.637543 2.955830 0.03 0.01 -0.04 0.039
H -0.665545 -1.085407 3.276554 0.02 0.00 -0.06 0.065
H 1.079411 -1.176387 3.029226 0.05 -0.03 -0.07 0.057
H -0.463732 -2.358559 5.401662 0.02 -0.02 0.02 0.097
H 0.492316 -0.895109 5.447506 -0.02 -0.02 0.04 0.102
H 1.801590 -2.683859 6.406638 0.01 -0.02 0.00 0.100
H 2.551874 -2.143792 4.925536 -0.02 0.02 -0.01 0.108
H 2.637840 -4.577051 5.102519 -0.01 -0.02 0.01 0.108
H 1.727878 -4.088538 3.694084 0.00 0.02 0.00 0.102
H 0.627616 -5.957577 4.756544 -0.03 0.01 -0.03 0.103
H -0.413873 -4.558959 4.888563 0.01 0.01 -0.02 0.097
H 1.395839 -5.641901 7.115841 0.01 0.03 0.02 0.074
H -0.354173 -5.842963 7.016498 0.02 0.00 0.04 0.067
H 0.327424 -4.242361 7.278971 0.02 0.00 0.01 0.064
C 2.369113 6.310687 2.443609 -0.10 -0.06 0.05 -0.113
C 2.556656 5.111693 3.368528 0.07 0.10 -0.01 -0.272
C 3.835957 4.324031 3.091231 0.00 -0.07 0.03 -0.231
C 3.915545 3.691443 1.700670 -0.02 0.06 -0.02 -0.227
C 2.771298 2.738705 1.359269 0.12 -0.06 0.01 -0.273
C 2.697778 1.521710 2.274178 -0.10 0.04 -0.04 -0.106
H 2.278773 6.005704 1.400033 0.02 0.01 -0.01 0.065
H 1.462116 6.858216 2.704254 0.01 0.03 -0.02 0.068
H 3.211634 7.000454 2.525799 0.01 -0.01 -0.04 0.074
H 1.684665 4.455392 3.298997 0.02 -0.02 0.01 0.097
H 2.588210 5.467511 4.401852 -0.03 -0.03 0.01 0.103
H 3.944038 3.546521 3.852895 0.00 -0.01 -0.01 0.100
H 4.696598 4.988432 3.218916 -0.01 0.02 0.01 0.109
H 4.863446 3.149489 1.621699 -0.01 -0.01 -0.01 0.110
H 3.957680 4.479049 0.943065 0.00 0.00 0.01 0.101
H 2.905883 2.390764 0.332346 -0.04 0.06 -0.02 0.089
H 1.815176 3.269698 1.378972 0.01 0.02 -0.03 0.100
H 3.628046 0.950086 2.238937 0.00 0.01 0.04 0.080
H 1.887735 0.860418 1.962558 0.00 -0.06 0.02 0.043
H 2.510036 1.803950 3.311939 0.02 -0.02 0.00 0.069